This record from OMol25 describes CH3IO3S as an isolated structure. The level of theory is ωB97M-V/def2-TZVPD.

XYZ file:
```
9
Properties=species:S:1:pos:R:3:nbo_charge:R:1
C -0.268 0.077 0.044 -0.275
O -2.315 2.692 1.583 -0.855
O -2.062 1.820 -0.895 -0.868
O -0.908 0.657 1.181 -0.659
S -1.480 2.062 0.666 2.032
I 0.476 3.421 0.414 0.008
H 0.432 -0.726 0.367 0.204
H 0.241 0.804 -0.524 0.203
H -1.018 -0.432 -0.465 0.212
```

Orbital gap (eV): 9.11
DFT total energy (a.u.): -961.41304
ΔE to the lowest compared entry with this formula, charge and spin (kJ/mol): 130.22
E_HOMO (eV): -10.4